The following is a quantum chemistry calculation of an isolated molecule of C18H22N2O5S in a non-equilibrium geometry, from the OMol25 dataset.

Geometry as XYZ:
```
48
Properties=species:S:1:pos:R:3:forces:R:3
H 5.1414 -2.5091 0.5865 0.10 -0.09 -0.02
S -0.3465 3.1794 -0.7812 -0.82 0.33 -0.26
C -1.8216 3.4294 -1.7868 0.62 -0.22 0.53
C -3.4503 -0.2121 1.2476 0.02 -0.19 -0.09
H 4.1751 -2.0891 2.8258 0.03 -0.05 0.07
H -1.6730 -3.5161 -0.3229 0.11 -0.02 -0.01
H -2.9051 1.6194 2.1796 -0.05 0.10 0.11
H -2.3040 2.4739 -1.9427 -0.09 -0.13 -0.06
C -2.7082 0.9406 1.3659 0.12 0.05 -0.11
C 2.9717 -0.0547 -0.2070 0.09 -0.03 -0.26
H -2.4622 4.1118 -1.2451 -0.10 0.10 0.11
C -1.7027 1.2320 0.4446 -0.34 -0.65 -0.37
H -0.6922 0.5406 -1.3104 0.04 -0.09 -0.03
C 0.7315 1.5963 2.1953 -0.33 0.22 -0.06
C -1.4731 0.3410 -0.5946 0.02 0.00 0.21
H -2.0088 -1.4778 -1.5438 0.00 -0.10 -0.05
H -4.6969 -3.8493 -0.7112 0.12 0.11 -0.09
H 1.2646 1.6224 0.2350 0.04 -0.14 0.20
H -2.7451 -4.5113 0.6601 0.00 -0.06 0.08
C 4.3801 -1.7599 0.7325 0.07 -0.03 -0.16
O 0.1628 4.4468 -0.3599 -0.05 0.27 0.16
O 0.8342 1.1911 3.3321 0.01 0.01 0.20
H -1.5066 3.8619 -2.7283 0.19 0.03 -0.09
H 2.4367 -0.3604 3.1263 -0.02 0.02 0.03
C 4.1588 -0.6048 -2.7066 -0.05 0.10 -0.16
C -2.5873 -4.1044 -0.3354 -0.27 0.33 0.01
C -3.2221 -1.1114 0.2024 0.06 0.20 0.05
O 4.5404 -1.3297 -1.5624 0.02 -0.10 0.30
C 2.4303 0.1815 1.0567 0.23 -0.31 0.28
H -4.2261 -0.4440 1.9594 -0.09 -0.02 0.10
C 2.8592 -0.5498 2.1549 -0.20 0.16 0.19
O 0.5765 2.3271 -1.4925 -0.11 -0.16 -0.11
C -0.2865 2.6887 1.8268 0.31 0.16 0.41
C 3.9489 -1.0239 -0.3738 -0.04 -0.03 0.22
H 4.3640 0.4643 -2.5933 -0.02 -0.03 0.00
H -3.6611 -2.8551 -1.7546 -0.08 0.00 0.09
C 3.8350 -1.5177 1.9755 0.06 0.00 -0.26
H -1.0032 2.7775 2.6466 0.13 -0.05 -0.12
H 2.6108 0.5348 -1.0362 0.00 0.04 -0.14
H 3.0979 -0.7454 -2.9374 0.03 0.01 0.01
C -3.7840 -3.2480 -0.7376 0.17 -0.40 -0.20
N 1.4516 1.1803 1.1292 0.13 0.07 -0.38
H 0.2311 3.6439 1.7100 -0.02 -0.07 0.24
C -2.2250 -0.8157 -0.7206 -0.26 -0.28 -0.02
H 4.7611 -1.0034 -3.5217 -0.07 0.07 0.02
O -4.0350 -2.1987 0.1774 -0.02 0.25 0.22
N -0.9662 2.4315 0.5739 0.25 0.72 -0.70
H -2.4708 -4.9247 -1.0382 0.04 -0.10 -0.07
```
Forces are in eV/Å.

## Properties
SMILES   CCOc1ccc(N(CC(=O)Nc2cccc(OC)c2)S(C)(=O)=O)cc1
Highest occupied orbital energy   -8.1 eV
Orbital gap   8.5 eV
Largest force on an atom   1.032 eV/A